# 1
{"formula": "C9H16NOP", "method": "ωB97M-V with the def2-TZVPD basis set", "elements": ["C", "C", "C", "C", "C", "C", "P", "O", "N", "C", "C", "C", "H", "H", "H", "H", "H", "H", "H", "H", "H", "H", "H", "H", "H", "H", "H", "H"], "coordinates": [[-1.185, -2.239, 2.646], [-0.846, -1.397, 1.457], [-0.487, -1.665, 0.176], [-0.458, -0.757, -0.953], [-0.452, -1.307, -2.325], [-0.272, 0.812, -0.683], [-0.182, 1.936, -2.004], [1.402, 2.521, -1.947], [2.451, 2.047, -2.711], [-0.176, 1.058, 0.871], [1.276, 0.775, 1.317], [-1.079, 0.099, 1.742], [-2.335, -2.358, 2.779], [-1.066, -1.673, 3.549], [-0.675, -3.120, 2.696], [-0.326, -2.700, -0.148], [-1.507, -1.187, -2.699], [-0.040, -2.390, -2.241], [0.194, -0.755, -3.186], [-0.357, 3.180, -1.486], [2.110, 1.354, -3.493], [2.825, 2.820, -3.211], [-0.461, 2.171, 1.069], [1.561, -0.237, 0.966], [1.362, 0.748, 2.337], [1.919, 1.549, 0.940], [-2.146, 0.362, 1.647], [-1.053, 0.351, 2.893]], "mulliken_charge": [-1.60, 0.83, -0.97, 1.08, -1.21, 0.16, -0.25, -0.25, -0.46, 0.20, -1.51, -1.19, 0.27, 0.37, 0.47, 0.29, 0.25, 0.36, 0.27, -0.04, 0.22, 0.24, 0.47, 0.33, 0.49, 0.36, 0.42, 0.39], "lumo_energy_ev": [-0.48, -0.48], "gap_ev": [7.36, 7.36], "de_lowest_kj_mol": 186.0, "homo_energy_ev": [-7.83, -7.83], "smiles": "CC1=CC(C)=C(PON)[C@H](C)C1"}



# 2
{"formula": "CH5N2O2", "method": "ωB97M-V with the def2-TZVPD basis set", "elements": ["C", "N", "O", "O", "N", "H", "H", "H", "H", "H"], "coordinates": [[1.402, -0.342, 0.022], [0.306, 0.345, 0.740], [-0.181, 1.419, 0.035], [-0.875, -0.801, 0.450], [-1.911, -0.214, -0.272], [1.237, -1.302, 0.409], [1.332, -0.203, -1.002], [2.283, 0.183, 0.241], [-1.281, 0.366, -0.993], [-2.312, 0.550, 0.370]], "mulliken_charge": [-0.69, -0.08, -0.75, -0.34, -0.52, 0.26, 0.29, 0.28, 0.29, 0.26], "lumo_energy_ev": 4.79, "gap_ev": 7.09, "charge": -1, "de_lowest_kj_mol": 686.1, "homo_energy_ev": -2.30, "smiles": "CN([O-])ON"}



# 3
{"formula": "C6H12O", "method": "ωB97M-V with the def2-TZVPD basis set", "elements": ["C", "C", "C", "C", "C", "C", "O", "H", "H", "H", "H", "H", "H", "H", "H", "H", "H", "H", "H"], "coordinates": [[0.371, -1.547, 1.645], [-0.735, -1.117, 0.679], [-0.219, -0.620, -0.654], [-1.027, 0.340, -1.497], [0.274, 0.784, -0.908], [0.325, 1.855, 0.169], [1.300, 0.894, -1.864], [-0.051, -2.007, 2.546], [0.981, -0.692, 1.960], [1.041, -2.282, 1.183], [-1.359, -0.344, 1.146], [-1.401, -1.971, 0.494], [0.325, -1.368, -1.231], [-1.940, 0.740, -1.061], [-1.059, 0.186, -2.571], [0.844, 2.724, -0.246], [0.866, 1.532, 1.067], [-0.675, 2.178, 0.475], [2.125, 0.634, -1.435]], "mulliken_charge": [-1.12, -0.54, -0.16, -1.09, 1.17, -1.47, -0.59, 0.37, 0.23, 0.30, 0.26, 0.34, 0.42, 0.23, 0.30, 0.43, 0.26, 0.31, 0.35], "lumo_energy_ev": 1.00, "gap_ev": 10.49, "de_lowest_kj_mol": 102.9, "homo_energy_ev": -9.49, "smiles": "CC[C@H]1C[C@]1(C)O"}